Model a:
DFT (ωB97M-V/def2-TZVPD) results for a cluster of 14 separate species, C3H33N2O15 in total.

Results
- Molar mass: 337.3 g mol⁻¹
- HOMO: -5.96 eV
- LUMO level: 2.39 eV
- Charge: -1
- Orbital gap: 8.4 eV

Each line ends with the Mulliken charge.
Cartesian coordinates (Å):
C 0.51 -0.87 0.30  0.108
O -0.33 4.72 0.17  -0.674
H 0.23 0.95 -1.63  0.104
H -0.14 -2.36 -2.41  0.260
O -2.27 -3.72 0.81  -0.815
H 2.74 -2.69 -0.31  0.291
H -2.91 1.83 -0.72  0.401
O 3.14 0.18 0.09  -0.829
H -1.85 -0.90 2.68  0.323
N 0.30 1.30 -0.64  -0.159
O -2.44 0.39 -2.22  -0.739
H -1.96 2.81 -0.32  0.340
H -0.95 0.47 -3.42  0.318
O 3.49 -0.26 2.29  -0.950
O 2.88 2.04 3.17  -0.788
H -2.40 -2.47 -1.95  0.364
H -1.85 0.30 -1.44  0.162
H 2.44 -3.08 -1.84  0.342
N 1.54 -0.90 1.30  0.156
H -2.93 -0.42 -2.15  0.364
H 3.95 -0.93 -0.88  0.406
H -0.32 0.83 1.51  0.080
O 4.04 -1.36 -1.85  -0.733
H -0.09 4.20 -0.59  0.290
H -1.13 -2.42 2.91  0.317
H -0.02 -1.76 0.48  -0.317
H 1.26 -1.22 2.26  0.200
O -1.91 -1.83 2.70  -0.688
H -0.40 -1.80 -3.76  0.321
O -2.89 2.54 -0.15  -0.699
O 0.99 3.94 2.38  -0.625
H -1.31 -3.50 0.75  0.307
O -0.84 -2.23 -3.00  -0.657
H 3.02 0.99 3.43  0.375
H 3.83 -0.54 -2.43  0.289
C 2.80 -0.28 1.22  0.455
C -0.33 0.50 0.41  0.044
H 0.50 4.70 0.68  0.360
H -2.59 -3.13 1.59  0.485
H -1.96 1.62 2.09  0.389
O -0.31 0.17 -4.03  -0.644
H -2.75 -2.78 -0.51  0.339
H -1.40 0.20 0.17  0.005
H 0.22 3.57 2.62  0.261
H 1.28 1.39 -0.57  0.360
H 3.50 2.06 2.42  0.319
H -3.00 0.94 1.21  0.309
H -0.49 0.79 -4.77  0.267
H 1.68 3.39 2.78  0.401
O -2.65 1.00 2.07  -0.659
H 1.01 -1.03 -0.73  0.224
O 2.05 -3.19 -0.92  -0.662
O -2.97 -2.17 -1.25  -0.698

Model b:
DFT (ωB97M-V/def2-TZVPD) results for a cluster of 14 separate species, C3H33N2O15 in total.

Results
- Molar mass: 337.3 g mol⁻¹
- HOMO: -6.11 eV
- LUMO level: 2.03 eV
- Charge: -1
- Orbital gap: 8.1 eV

Each line ends with the Mulliken charge.
Cartesian coordinates (Å):
H 2.30 -2.44 1.42  0.382
O -3.41 -2.85 -1.78  -0.683
H 0.14 1.35 2.93  0.251
O -0.62 0.77 2.83  -0.944
H 3.35 1.71 0.24  0.335
H 1.76 -0.35 0.73  0.407
H -4.14 0.69 -1.27  0.324
C -2.50 1.99 -0.24  0.308
O 2.15 0.35 -3.78  -0.680
O -0.28 -3.23 -1.01  -0.539
O 2.68 -0.70 0.81  -0.633
O 2.66 2.28 0.58  -0.819
H 1.02 -0.21 -1.03  -1.054
H 1.90 -1.76 -1.10  0.314
H 0.18 -3.38 -0.21  0.233
O 2.19 -3.40 1.20  -0.726
H 3.49 1.59 2.66  0.288
H -3.59 -0.75 -0.72  0.458
H 1.79 0.88 -3.05  0.345
H 2.16 -3.47 0.24  0.402
O -3.67 2.34 -0.52  -0.807
O -3.67 -0.19 -1.47  -0.642
H -0.99 1.87 1.14  0.086
H 0.46 2.32 -1.11  0.293
H -0.30 0.33 1.79  0.302
N -1.98 2.16 1.02  -0.231
H -2.49 2.10 1.87  0.260
H -1.30 3.01 -1.80  0.287
O 0.42 0.62 0.62  0.259
H -2.55 -2.64 0.55  0.341
H -2.46 -1.32 1.11  0.409
O 2.30 -2.49 -1.29  -0.814
H 0.10 -2.24 1.44  0.225
H -2.44 -3.22 -1.89  0.312
O -0.83 -2.30 1.76  -0.705
H -0.96 -0.32 -0.65  -0.112
H 0.20 4.43 0.55  0.306
O 0.55 4.35 -0.34  -0.669
N -0.11 1.54 -1.44  -0.100
H 2.40 -0.42 -3.25  0.306
O 2.69 1.73 3.15  -0.624
C 0.13 0.33 -0.69  1.266
O -3.09 -1.83 0.75  -0.819
H 3.10 -0.22 1.35  0.148
H -0.71 -1.69 2.48  0.264
H 1.53 3.97 -0.19  0.308
H -2.08 1.12 -2.19  0.193
H 0.24 -3.39 -1.74  0.257
H -3.27 -2.26 -1.05  0.251
H 1.94 1.82 2.68  0.334
H 1.87 1.90 0.17  -0.016
C -1.53 1.94 -1.40  -0.157
H 3.25 -2.43 -0.88  0.317

The structure with the least stability is model b.

Model a:
DFT (ωB97M-V/def2-TZVPD) results for an isolated molecule of C3H7OPS2.

Results
- Molar mass: 154.2 g mol⁻¹
- HOMO (spin up / spin down): -7.35 / -8.17 eV
- LUMO level (spin up / spin down): -2.34 / -0.73 eV
- Charge: 0
- Orbital gap (spin up / spin down): 5.0 / 7.4 eV

Each line ends with the Mulliken charge.
Cartesian coordinates (Å):
C 2.01 -1.74 0.79  -0.528
C -0.57 1.04 -0.06  -0.759
O 1.66 -0.79 -0.19  -0.279
S -1.70 -0.12 -0.83  0.128
P 1.59 0.83 -0.02  0.349
H -3.18 1.71 -1.42  0.295
C -3.00 0.66 -1.55  -0.586
H -0.73 0.99 1.01  0.367
H 1.15 -2.40 0.94  0.208
H -3.57 0.09 -2.25  0.285
H -0.76 2.04 -0.43  0.417
S 1.99 1.25 1.86  -0.411
H 2.86 -2.31 0.42  0.208
H 2.27 -1.26 1.74  0.305

Model b:
DFT (ωB97M-V/def2-TZVPD) results for a cluster of 2 separate species, C3H7OPS2 in total.

Results
- Molar mass: 154.2 g mol⁻¹
- HOMO: -9.57 eV
- LUMO level: -1.12 eV
- Charge: 0
- Orbital gap: 8.5 eV

Each line ends with the Mulliken charge.
Cartesian coordinates (Å):
H 2.61 -1.11 -0.56  0.287
C -0.05 -1.49 0.30  -1.368
C 0.68 -0.33 -0.27  0.808
S -2.10 0.73 -1.41  -0.224
O -1.40 1.06 1.69  -0.721
H -2.60 0.28 -0.26  0.230
C 1.96 -0.26 -0.63  -0.804
P -0.31 1.19 -0.45  0.583
H -0.61 -1.15 1.17  0.354
H 2.38 0.65 -1.02  0.218
H -1.01 1.77 2.21  0.239
S 0.57 2.84 -0.91  -0.315
H -0.75 -1.88 -0.44  0.325
H 0.63 -2.29 0.58  0.390

The structure with the least stability is model a.

Model a:
DFT (ωB97M-V/def2-TZVPD) results for a cluster of 13 separate species, C10H46O18 in total.

Results
- Molar mass: 454.5 g mol⁻¹
- HOMO: -9.52 eV
- LUMO level: 0.08 eV
- Charge: 0
- Orbital gap: 9.6 eV

Each line ends with the Mulliken charge.
Cartesian coordinates (Å):
H 1.67 2.83 2.24  0.305
O 0.07 -0.82 -1.68  0.210
H 5.79 1.15 -0.17  0.314
O 2.49 -0.80 0.07  -0.500
H 0.74 4.84 -1.86  0.311
O -2.20 1.61 -1.63  -0.693
H -1.25 3.26 1.70  0.327
O 0.53 -5.77 3.19  -0.551
H -0.22 2.71 -2.96  -0.031
C -0.73 -1.55 -2.66  -0.452
O 1.38 3.26 1.42  -0.720
O -4.00 0.92 0.37  -0.606
H 1.29 2.50 -1.23  -0.357
O 0.42 -3.07 0.65  -0.013
H -1.24 -0.82 -3.30  0.255
H -0.99 -3.99 1.82  0.145
H -0.39 -1.36 2.48  0.243
O 0.45 1.29 3.74  -0.704
O -0.20 1.32 0.40  3.061
H -5.13 -0.32 -0.64  0.371
H -0.23 0.51 0.93  -0.717
O -2.51 3.73 0.35  -0.609
H -2.17 1.42 2.48  0.418
H -0.45 -3.30 -3.98  0.327
C -3.26 -1.28 -0.49  -0.215
H 1.36 1.52 3.71  0.257
C 4.75 -0.47 0.18  -0.650
O 0.87 -3.09 -2.56  -0.562
C 1.70 2.42 -2.21  -0.250
H -3.47 1.00 1.18  0.413
H 4.67 -1.26 0.93  0.310
O 0.28 -0.85 2.05  -0.813
H -2.42 3.10 -0.31  0.355
H 3.04 0.76 1.12  0.215
H 0.55 -0.07 -2.02  -0.040
H 1.63 -0.51 -0.21  0.043
O -2.34 -1.32 0.61  -0.322
H -2.95 1.19 -1.16  0.057
H 1.23 3.10 -4.11  0.307
H 0.04 -5.02 0.60  0.383
H -2.35 -0.03 1.99  0.337
H 1.28 -6.39 3.02  0.364
C 0.87 -4.57 2.50  -0.294
C -4.38 -0.43 0.14  -1.071
H -2.52 1.53 -2.53  0.342
C 0.15 -2.45 -3.52  -0.482
H 0.95 2.59 0.92  -0.181
H -0.10 1.99 3.41  0.383
O 5.78 0.49 0.56  -0.568
H 2.27 0.97 -3.36  0.233
H 0.21 -2.27 1.21  0.003
O 0.75 4.48 -2.79  -0.602
H 1.03 -3.69 3.13  0.121
H 3.17 1.06 -0.49  -0.279
H -3.69 -2.21 -0.64  0.406
H -1.78 -1.98 0.21  0.046
H -1.57 3.94 3.02  0.309
H -1.43 -2.15 -2.02  0.166
H 0.72 -1.94 -4.29  0.249
O 1.74 1.06 -2.59  -0.493
C -0.04 -4.21 1.30  -0.200
H 0.38 -0.12 2.65  0.283
H 4.98 -0.89 -0.72  0.387
C 3.37 0.29 0.24  0.501
C 0.82 3.13 -3.07  0.082
O -2.60 0.61 2.67  -0.809
H 0.79 -2.59 -1.81  0.381
H -3.05 -0.73 -1.39  0.294
H 1.80 -5.02 2.12  0.210
O -1.28 3.06 2.67  -0.757
H -2.18 4.50 -0.05  0.278
H -4.79 -0.78 1.03  0.538
H -0.74 1.14 -0.34  -0.606
H 2.66 2.87 -2.17  0.607

Model b:
DFT (ωB97M-V/def2-TZVPD) results for a cluster of 13 separate species, C10H46O18 in total.

Results
- Molar mass: 454.5 g mol⁻¹
- HOMO: -9.79 eV
- LUMO level: 0.29 eV
- Charge: 0
- Orbital gap: 10.1 eV

Each line ends with the Mulliken charge.
Cartesian coordinates (Å):
H 2.26 -1.18 -2.70  0.379
H -2.39 2.63 -4.03  0.271
H 1.53 0.31 -1.28  0.441
H -4.17 0.38 0.37  0.311
H 1.03 -3.06 -0.51  0.186
C 0.97 0.47 0.59  0.262
H -0.68 -2.36 5.41  0.285
O 1.95 0.17 -0.40  -0.301
H 1.95 -1.03 1.93  0.177
C -2.22 -6.06 -0.59  -0.666
H 1.20 1.39 1.11  -0.287
H -0.77 3.34 -2.42  0.276
O -0.93 2.46 -2.11  -0.376
H 0.07 -2.00 3.81  0.170
C -2.96 3.00 -3.14  -0.733
H 1.28 4.52 -0.64  0.382
H 1.66 -3.14 -1.82  0.386
H -0.79 -3.76 -1.64  0.446
H -3.16 -1.68 2.66  0.270
C 2.10 4.06 -1.14  -0.278
H 3.37 5.63 -0.13  0.367
H -1.53 -6.16 -2.35  0.318
H 2.24 5.51 -2.65  0.347
O 3.41 6.10 -0.98  -0.525
H -2.16 -4.19 0.60  0.090
H 0.34 1.05 -2.58  0.224
C -2.34 2.21 -1.95  0.243
C -0.88 -1.82 4.42  -0.006
O -1.31 -0.46 4.47  -0.512
H -2.69 2.43 -0.95  0.334
H 4.65 1.27 -2.09  0.302
H -0.76 -1.45 -0.45  0.228
C 0.96 -0.66 1.62  0.340
O -2.50 -2.40 2.57  -0.439
C -1.63 -4.71 -0.20  0.147
O 0.79 0.19 -2.76  -0.715
H -2.78 -0.04 0.06  0.272
H 3.67 4.61 -2.40  0.267
H -3.24 4.85 -2.49  0.313
H 0.43 -0.29 2.52  -0.399
C 2.88 5.14 -1.83  -0.470
H -0.08 2.38 5.14  0.279
O 0.02 1.95 4.26  -0.643
H -4.06 2.85 -3.25  0.386
H 2.52 2.47 1.73  0.413
H 3.58 2.75 2.76  0.269
H 3.72 3.07 -0.47  0.343
H -0.59 0.19 4.51  0.312
O -1.76 -3.94 -1.40  -0.678
H -2.70 -2.86 4.59  0.417
H 0.78 2.36 3.86  0.308
H -0.04 0.56 0.17  -0.179
O 2.83 -1.88 -2.40  -0.788
H -3.23 -5.82 -0.99  0.302
H -2.32 -6.78 0.28  0.315
H 0.24 -0.52 -2.39  0.424
O -1.46 -6.70 -1.56  -0.536
O 2.69 2.46 2.70  -0.607
H 3.18 -1.50 -1.55  0.355
H 1.79 3.34 -1.86  0.024
H 3.81 1.02 -0.78  0.356
O -2.61 4.41 -3.08  -0.527
H -0.56 -4.79 0.03  0.296
H -0.57 -1.86 1.52  0.112
O 0.18 -1.70 0.99  -0.154
H -1.50 -3.69 3.62  0.319
H -1.91 -2.18 -1.24  0.364
H -2.45 1.12 -2.04  -0.144
O 4.54 1.55 -1.17  -0.712
O 0.95 -3.53 -1.32  -0.699
O 2.92 3.49 -0.06  -0.455
C -1.94 -2.71 3.84  -0.693
O -3.29 0.48 0.69  -0.621
O -1.53 -1.27 -1.03  -0.486

The structure with the least stability is model a.

Model a:
DFT (ωB97M-V/def2-TZVPD) results for an isolated molecule of CH3IN2O.

Results
- Molar mass: 186.0 g mol⁻¹
- Structure (SMILES): NNC(=O)I
- HOMO: -9.66 eV
- LUMO level: 0.27 eV
- Charge: 0
- Orbital gap: 9.9 eV

Each line ends with the Mulliken charge.
Cartesian coordinates (Å):
N -1.36 0.25 -0.13  -0.700
I 2.93 0.40 -0.08  -0.077
H -1.68 0.24 0.78  0.230
C 0.89 -0.49 -0.03  0.449
O 0.76 -1.68 -0.17  -0.473
N -0.02 0.52 -0.16  0.029
H -0.03 1.46 0.15  0.268
H -1.48 -0.71 -0.36  0.276

Model b:
DFT (ωB97M-V/def2-TZVPD) results for a structure of composition CH3IN2O.

Results
- Molar mass: 186.0 g mol⁻¹
- HOMO (spin up / spin down): -8.39 / -8.82 eV
- LUMO level (spin up / spin down): -0.90 / -0.58 eV
- Charge: 0
- Orbital gap (spin up / spin down): 7.5 / 8.2 eV

Each line ends with the Mulliken charge.
Cartesian coordinates (Å):
H -2.53 0.30 1.60  0.342
N 1.14 -0.03 -1.14  0.732
H 1.42 -1.83 -1.24  0.231
C -1.55 0.60 1.30  -0.761
O 1.17 1.13 -1.40  -0.465
H -1.13 1.57 1.34  0.304
I -0.11 -0.73 1.23  0.209
N 1.60 -1.01 -1.69  -0.592

The structure with the least stability is model b.